{
  "formula": "C60H167N15O16",
  "method": "the ωB97M-V functional and the def2-TZVPD basis",
  "energy_ev": -120027.525,
  "multiplicity": 1,
  "relative_energy_kcal_mol": 3.56,
  "homo_lumo_gap_ev": 9.108,
  "molar_mass_g_mol": 1355.085,
  "symbols": ["O", "H", "H", "C", "C", "C", "O", "C", "N", "H", "H", "H", "H", "H", "H", "H", "H", "H", "H", "H", "C", "C", "C", "O", "C", "N", "H", "H", "H", "H", "H", "H", "H", "H", "H", "H", "H", "C", "C", "C", "O", "C", "N", "H", "H", "H", "H", "H", "H", "H", "H", "H", "H", "H", "C", "C", "C", "O", "C", "N", "H", "H", "H", "H", "H", "H", "H", "H", "H", "H", "H", "C", "C", "C", "O", "C", "N", "H", "H", "H", "H", "H", "H", "H", "H", "H", "H", "H", "C", "C", "C", "O", "C", "N", "H", "H", "H", "H", "H", "H", "H", "H", "H", "H", "H", "C", "C", "C", "O", "C", "N", "H", "H", "H", "H", "H", "H", "H", "H", "H", "H", "H", "C", "C", "C", "O", "C", "N", "H", "H", "H", "H", "H", "H", "H", "H", "H", "H", "H", "C", "C", "C", "O", "C", "N", "H", "H", "H", "H", "H", "H", "H", "H", "H", "H", "H", "C", "C", "C", "O", "C", "N", "H", "H", "H", "H", "H", "H", "H", "H", "H", "H", "H", "C", "C", "C", "O", "C", "N", "H", "H", "H", "H", "H", "H", "H", "H", "H", "H", "H", "C", "C", "C", "O", "C", "N", "H", "H", "H", "H", "H", "H", "H", "H", "H", "H", "H", "C", "C", "C", "O", "C", "N", "H", "H", "H", "H", "H", "H", "H", "H", "H", "H", "H", "C", "C", "C", "O", "C", "N", "H", "H", "H", "H", "H", "H", "H", "H", "H", "H", "H", "C", "C", "C", "O", "C", "N", "H", "H", "H", "H", "H", "H", "H", "H", "H", "H", "H"],
  "coordinates": [[2.027, -4.126, -3.093], [1.649, -3.951, -2.236], [1.866, -3.349, -3.628], [-5.673, 5.477, -2.299], [-5.113, 4.312, -1.454], [-4.690, 3.211, -2.489], [-3.998, 2.113, -1.881], [-4.943, 1.202, -1.352], [-3.978, 4.727, -0.671], [-5.015, 5.812, -3.147], [-5.809, 6.451, -1.699], [-6.629, 5.107, -2.738], [-5.985, 3.998, -0.821], [-4.044, 3.619, -3.266], [-5.646, 2.905, -2.945], [-5.296, 0.450, -2.083], [-5.853, 1.654, -1.004], [-4.496, 0.703, -0.497], [-3.315, 5.275, -1.233], [-3.480, 3.939, -0.221], [-2.595, -4.466, -0.883], [-1.895, -5.226, -1.967], [-0.802, -6.180, -1.511], [0.199, -5.507, -0.792], [1.206, -6.349, -0.323], [-2.745, -5.927, -2.845], [-3.220, -5.224, -0.361], [-3.301, -3.801, -1.409], [-1.870, -3.988, -0.193], [-1.327, -4.593, -2.673], [-0.449, -6.610, -2.422], [-1.141, -6.988, -0.897], [1.015, -6.972, 0.554], [2.042, -5.720, 0.107], [1.632, -7.021, -1.030], [-3.406, -5.309, -3.205], [-3.333, -6.594, -2.365], [1.939, -3.849, 6.354], [0.533, -3.635, 7.024], [-0.558, -4.048, 6.030], [-0.375, -3.341, 4.832], [-1.527, -3.563, 3.908], [0.209, -4.220, 8.331], [2.646, -4.295, 7.097], [2.459, -3.001, 5.884], [1.742, -4.666, 5.616], [0.405, -2.598, 7.163], [-1.621, -3.910, 6.273], [-0.480, -5.151, 5.696], [-1.714, -4.667, 3.601], [-1.446, -3.064, 2.942], [-2.419, -3.158, 4.329], [0.617, -3.700, 9.104], [0.473, -5.184, 8.392], [5.935, -2.562, -1.792], [6.035, -4.051, -1.513], [6.991, -4.406, -0.404], [8.383, -4.336, -0.790], [9.319, -4.422, 0.248], [4.625, -4.452, -1.037], [5.804, -2.005, -0.865], [5.061, -2.284, -2.322], [6.864, -2.235, -2.206], [6.429, -4.584, -2.413], [6.787, -5.473, -0.035], [6.806, -3.826, 0.468], [10.285, -4.038, 0.006], [9.461, -5.429, 0.609], [8.964, -3.788, 1.109], [3.967, -4.268, -1.809], [4.475, -5.365, -0.616], [1.488, 5.280, -3.820], [0.972, 5.875, -2.538], [0.719, 4.760, -1.601], [-0.260, 3.962, -2.120], [-0.388, 2.748, -1.387], [1.898, 6.765, -1.894], [1.904, 6.061, -4.509], [0.645, 4.792, -4.357], [2.277, 4.550, -3.590], [0.033, 6.479, -2.638], [0.421, 5.171, -0.642], [1.629, 4.150, -1.465], [-0.753, 2.955, -0.359], [0.586, 2.295, -1.244], [-1.080, 2.077, -1.905], [2.431, 7.372, -2.504], [2.674, 6.227, -1.477], [-1.975, 1.061, 5.313], [-1.341, 0.494, 6.626], [-1.536, 1.483, 7.812], [-0.747, 2.649, 7.593], [0.130, 2.879, 8.669], [-2.030, -0.772, 7.055], [-1.708, 2.078, 5.149], [-3.015, 1.071, 5.467], [-1.791, 0.526, 4.356], [-0.328, 0.196, 6.616], [-1.169, 0.971, 8.696], [-2.549, 1.778, 8.054], [0.929, 2.180, 8.739], [-0.533, 2.737, 9.603], [0.507, 3.893, 8.726], [-1.840, -0.817, 8.008], [-3.059, -0.733, 6.906], [-0.278, -4.997, -5.564], [-1.737, -5.399, -5.901], [-2.675, -4.169, -5.929], [-2.542, -3.400, -4.640], [-3.431, -2.347, -4.666], [-1.797, -6.103, -7.193], [0.073, -4.358, -6.349], [0.193, -5.962, -5.505], [-0.190, -4.533, -4.549], [-2.049, -6.046, -5.068], [-3.739, -4.416, -5.985], [-2.469, -3.499, -6.762], [-3.247, -1.651, -3.843], [-4.473, -2.693, -4.484], [-3.433, -1.839, -5.606], [-2.778, -6.378, -7.288], [-1.293, -6.959, -7.213], [0.834, -1.116, -1.520], [1.291, -1.391, -0.084], [0.161, -1.062, 0.871], [-0.489, 0.162, 0.582], [-1.894, 0.148, 0.450], [1.570, -2.870, 0.245], [-0.207, -1.504, -1.819], [1.495, -1.710, -2.178], [0.858, -0.054, -1.879], [2.239, -0.851, 0.101], [0.513, -1.014, 1.963], [-0.555, -1.887, 0.871], [-2.213, 1.122, 0.055], [-2.354, -0.114, 1.368], [-2.372, -0.562, -0.235], [0.790, -3.489, -0.052], [2.391, -3.136, -0.279], [-5.661, -1.104, 5.433], [-6.927, -1.300, 4.601], [-6.510, -1.161, 3.091], [-5.327, -1.945, 2.828], [-5.100, -1.956, 1.437], [-7.546, -2.586, 4.840], [-5.169, -0.136, 5.182], [-4.927, -1.874, 5.157], [-5.812, -1.143, 6.484], [-7.675, -0.561, 4.763], [-6.225, -0.097, 2.958], [-7.407, -1.545, 2.560], [-5.736, -2.763, 0.954], [-4.035, -2.175, 1.208], [-5.533, -1.011, 0.899], [-6.817, -3.295, 4.859], [-8.105, -2.628, 5.700], [-4.880, 2.664, 2.655], [-5.200, 3.879, 3.557], [-4.322, 5.139, 3.110], [-2.888, 4.779, 3.258], [-2.310, 5.671, 4.234], [-6.663, 4.164, 3.545], [-5.511, 1.764, 2.918], [-3.891, 2.362, 2.749], [-5.100, 2.899, 1.653], [-4.949, 3.590, 4.553], [-4.580, 6.038, 3.762], [-4.461, 5.442, 2.067], [-2.734, 5.360, 5.209], [-2.362, 6.706, 3.961], [-1.315, 5.360, 4.349], [-6.874, 4.437, 2.569], [-6.682, 4.987, 4.130], [3.405, -0.256, 4.360], [3.136, -1.022, 3.044], [4.462, -1.194, 2.355], [4.786, 0.052, 1.762], [6.149, 0.321, 1.683], [2.627, -2.399, 3.245], [4.063, 0.555, 4.042], [3.987, -0.859, 4.959], [2.512, 0.145, 4.845], [2.501, -0.436, 2.413], [4.430, -2.046, 1.649], [5.281, -1.468, 3.029], [6.285, 1.321, 1.368], [6.684, -0.325, 0.951], [6.694, 0.121, 2.592], [1.710, -2.465, 3.609], [2.492, -2.790, 2.352], [-0.671, 1.919, -4.968], [-2.091, 2.396, -4.866], [-2.357, 3.329, -5.988], [-3.618, 3.947, -5.799], [-3.919, 4.920, -6.800], [-3.018, 1.245, -4.930], [-0.558, 1.189, -4.138], [0.060, 2.672, -4.774], [-0.455, 1.520, -5.904], [-2.235, 2.997, -3.916], [-2.450, 2.689, -6.912], [-1.574, 4.093, -6.025], [-3.843, 4.345, -7.722], [-3.237, 5.743, -6.945], [-4.953, 5.205, -6.547], [-3.930, 1.506, -4.625], [-2.744, 0.511, -4.210], [2.912, 5.017, 2.811], [3.243, 3.497, 2.972], [2.182, 2.718, 2.140], [0.927, 3.330, 2.196], [0.191, 2.804, 3.238], [4.611, 3.120, 2.626], [3.010, 5.360, 1.810], [3.528, 5.630, 3.417], [1.909, 5.263, 3.076], [3.000, 3.382, 4.068], [2.239, 1.557, 2.324], [2.629, 2.856, 1.108], [-0.808, 3.284, 3.234], [0.613, 3.138, 4.177], [0.068, 1.729, 3.342], [5.299, 3.528, 3.197], [4.790, 2.151, 2.574], [7.411, 3.212, -1.017], [5.952, 3.590, -1.461], [5.126, 2.397, -1.823], [3.871, 2.764, -2.257], [3.246, 1.713, -2.946], [5.315, 4.451, -0.433], [7.346, 2.665, -0.082], [7.958, 4.150, -0.819], [7.886, 2.616, -1.784], [6.054, 4.224, -2.332], [5.106, 1.611, -1.024], [5.630, 2.008, -2.676], [3.863, 1.402, -3.761], [2.284, 2.094, -3.248], [3.132, 0.791, -2.219], [5.145, 3.931, 0.452], [4.451, 4.904, -0.686], [0.951, -1.701, -7.515], [1.687, -2.023, -6.128], [2.793, -0.993, -6.023], [3.694, -1.151, -7.077], [4.847, -0.380, -6.952], [0.839, -1.951, -4.885], [0.409, -0.689, -7.479], [0.345, -2.576, -7.816], [1.845, -1.593, -8.110], [2.121, -3.010, -6.356], [3.404, -1.164, -5.109], [2.385, 0.013, -6.069], [4.594, 0.743, -6.798], [5.419, -0.565, -7.884], [5.486, -0.654, -6.064], [0.796, -0.971, -4.681], [-0.107, -2.247, -5.155]],
  "atomic_forces_ev_per_a": [[0.8, -0.8, -0.1], [-0.5, 0.1, 0.4], [-0.5, 0.6, -0.4], [-0.1, 1.2, 0.0], [0.3, 0.2, -1.3], [-0.9, 0.2, 0.8], [-1.1, 0.2, -0.2], [0.2, -0.8, -0.1], [0.6, 0.2, 0.9], [-0.3, -0.7, 0.7], [-0.2, -1.7, -0.6], [0.5, 0.7, 0.3], [1.0, -0.1, -0.2], [0.0, 0.2, 0.2], [0.4, -0.4, -0.3], [0.5, 0.2, 0.0], [-0.4, 0.7, 0.3], [0.1, -0.2, 0.0], [-0.3, -0.5, 0.3], [-0.4, 0.7, -0.6], [-0.5, -0.5, 0.2], [2.4, 0.4, -0.2], [-0.4, 0.3, 0.2], [0.2, 0.4, 0.1], [1.9, 0.9, 1.9], [-0.6, -2.2, -0.1], [0.4, 0.6, 0.2], [0.4, 0.3, 0.7], [-0.7, 0.0, -0.4], [-0.2, 0.6, 0.6], [0.8, -0.4, -0.7], [-0.7, -0.7, 0.5], [-1.1, -0.1, 0.1], [-0.8, -0.2, -0.9], [0.2, -0.3, -1.2], [-1.1, 1.5, -1.2], [0.1, -0.5, 0.4], [-0.2, -1.9, 0.8], [-0.2, -0.3, -0.4], [-0.5, -1.8, -1.4], [-1.3, 0.5, -2.7], [1.2, -1.5, 0.1], [0.2, 0.3, -0.3], [-0.5, 0.4, -0.4], [-0.7, -0.2, 0.1], [0.7, 0.8, 0.2], [-0.3, 1.4, 0.1], [0.4, 0.1, 1.1], [0.1, 0.9, 1.1], [0.6, 1.5, 1.0], [0.9, 0.3, 0.2], [-0.7, 0.1, 0.7], [0.1, -0.3, -0.3], [0.2, -0.4, 0.1], [0.7, -0.3, 1.5], [-1.4, -0.8, 0.3], [1.1, -2.3, 0.6], [-0.8, 0.4, -0.9], [-1.5, 0.8, 1.7], [1.0, 0.9, -1.0], [0.1, -0.2, 0.4], [-0.6, 0.0, -1.2], [0.4, 0.5, -0.7], [-0.7, 0.2, 0.4], [0.1, 1.0, -0.7], [-0.1, 1.0, 0.8], [0.5, 0.3, -0.9], [-0.1, -0.6, 0.1], [0.3, -0.6, -0.4], [0.3, -0.5, 0.5], [0.5, 0.1, -0.5], [-0.4, 0.4, -1.6], [-0.2, 1.1, -0.5], [0.4, 0.0, 1.1], [-1.5, -1.7, -0.6], [-0.5, 0.6, 0.5], [1.9, 0.2, 1.2], [-0.3, -0.6, 0.6], [0.7, 0.1, 0.2], [-0.2, 0.1, -0.2], [0.5, -0.7, -0.4], [0.0, 0.0, 0.6], [0.2, 0.3, 0.1], [0.0, -0.1, -0.4], [0.4, -0.4, -0.2], [0.1, 0.2, 0.1], [-0.6, 0.2, -0.5], [-0.6, 0.1, 0.0], [1.5, -1.2, 0.2], [-3.1, 0.0, 0.4], [1.4, 0.0, -1.0], [0.3, 0.2, -0.3], [-2.4, 0.2, 2.1], [-0.9, 0.7, -2.6], [0.5, 0.9, 0.0], [-1.6, -0.1, 0.2], [0.1, -0.1, 0.9], [1.4, 0.3, -0.6], [0.2, -0.2, 0.3], [-0.6, 0.0, -0.5], [0.8, -0.7, -0.2], [1.3, 0.3, -0.8], [0.0, 0.2, -0.5], [0.0, -0.7, 2.1], [1.1, 0.1, 0.3], [-1.8, -0.3, 1.0], [0.3, 0.5, 0.9], [0.3, 0.3, 1.6], [0.9, -1.6, -1.7], [-1.6, 0.2, 1.0], [-1.5, 1.2, 0.0], [0.7, 0.2, -0.3], [1.0, -0.1, -0.2], [-0.1, -0.3, -1.1], [-0.2, 0.2, -0.2], [0.0, -0.4, -0.1], [0.3, 0.1, -0.1], [0.4, -0.1, -0.1], [0.2, 0.0, -0.2], [0.1, 0.7, -0.7], [0.3, 0.0, -0.4], [0.7, -0.6, 0.3], [-0.5, -0.7, -1.6], [-0.6, -1.4, 0.2], [0.0, 0.6, 2.2], [0.0, 0.1, -0.8], [0.1, 0.3, -0.8], [-0.6, 1.3, -0.8], [1.2, 0.4, 0.9], [-0.1, 0.5, 0.1], [0.1, -0.8, 0.7], [-0.5, -0.1, 0.1], [-0.2, -0.1, -1.4], [-0.1, -0.1, -0.3], [0.2, -0.1, 0.6], [-0.6, 0.2, 1.4], [0.8, -0.5, -0.5], [0.6, 0.7, 0.1], [0.3, -0.3, 0.0], [0.8, 0.8, -1.1], [1.6, -0.7, -0.9], [-0.1, -0.4, 1.8], [-0.8, 0.7, -0.4], [-1.4, -0.2, -1.7], [-0.4, -0.6, 0.1], [-0.3, -0.5, 0.2], [-0.3, 0.1, 0.1], [-0.4, 0.0, 1.0], [-0.5, 0.9, 0.3], [-0.6, -0.5, -0.5], [0.7, 0.5, -0.4], [0.8, 0.5, 0.5], [-0.7, 0.4, 0.2], [1.3, -1.2, 1.1], [-0.3, -0.1, 0.2], [0.6, 0.1, -0.5], [-2.3, -0.2, 1.6], [0.2, 0.1, -1.9], [0.5, -0.9, 1.2], [-1.6, 1.6, 0.2], [-1.0, -2.3, 0.4], [1.5, 0.0, -0.7], [0.5, 1.1, 0.0], [2.0, -0.3, 0.1], [-0.2, 0.3, -1.5], [0.4, 0.1, 0.9], [0.4, -1.1, -0.6], [-0.3, -0.3, 0.0], [-0.2, 1.0, -0.2], [-0.3, 0.6, 0.0], [1.7, -0.1, -0.2], [-0.2, 0.1, 0.8], [-0.9, 0.4, -0.1], [-1.1, 1.0, -2.4], [0.1, -1.3, 1.6], [0.6, -0.3, -0.5], [-0.2, 0.1, -0.2], [0.8, -1.6, -1.0], [1.2, 0.9, 0.7], [-0.2, 0.4, 0.3], [1.0, -1.5, 1.7], [0.1, -0.2, 0.0], [-0.4, 0.5, -0.6], [-0.1, 0.5, -0.3], [-0.3, 0.0, 0.5], [0.1, 1.1, -0.2], [-0.5, 0.2, 0.0], [0.0, 0.2, 0.9], [-1.1, 0.4, 1.1], [0.1, -0.7, -1.6], [-0.4, -0.4, 2.6], [-0.6, 0.4, 1.4], [-1.1, -0.3, -1.1], [0.4, 0.9, 0.5], [-0.8, -1.9, 0.1], [1.3, -1.4, 1.0], [0.3, 0.0, -0.7], [0.3, 0.8, 0.2], [0.3, -1.1, -1.7], [0.4, -0.7, -0.7], [0.6, 0.8, 0.4], [0.1, -0.1, -0.3], [-0.6, 0.3, -0.6], [0.4, 0.5, 0.7], [0.5, 0.3, -0.6], [-0.8, 0.5, 0.0], [-0.2, 1.4, -1.2], [0.7, -1.1, -0.3], [-1.6, 0.8, 1.7], [2.8, -0.8, -1.4], [0.3, -1.4, -0.9], [-1.7, 1.2, 1.6], [-1.3, 0.9, -1.1], [0.3, 0.2, -1.2], [0.9, 0.5, 0.7], [-0.8, -0.3, 0.4], [0.5, -0.6, -0.6], [-0.6, 2.2, -0.1], [-0.9, -0.3, 0.6], [0.3, -0.4, -0.3], [0.3, 0.0, 0.6], [0.2, -0.3, -0.8], [0.7, 0.8, 0.9], [-0.3, -1.2, 0.0], [-1.5, 0.9, 0.1], [0.2, 1.3, 1.5], [1.0, -0.5, 0.4], [-1.1, 0.5, 0.1], [-0.2, -1.2, 2.4], [0.9, -0.7, 1.0], [0.2, -0.2, 0.1], [-0.1, -0.5, -0.2], [0.3, -0.1, -0.1], [-0.1, 0.1, -0.5], [-0.1, 0.5, -0.3], [0.7, -1.1, -0.9], [0.3, -0.3, -0.9], [-0.4, -0.2, -0.3], [0.0, 1.5, -1.3], [0.1, 0.4, -0.7], [-0.1, -0.3, -0.5], [0.1, 0.5, 1.9], [-1.4, 0.7, -1.4], [1.0, -0.8, 1.0], [0.0, -0.4, -0.6], [0.6, 1.4, 0.3], [0.7, -0.9, -1.6], [0.5, -1.6, -0.1], [0.1, 0.8, -0.1], [-0.3, 0.0, -1.0], [0.0, 0.1, 0.9], [-0.7, 0.4, 0.1], [-0.2, 0.4, 0.4], [0.4, -1.6, -0.5], [-0.2, 0.5, 0.7], [-0.6, 0.0, -0.7], [-0.3, 0.6, 0.4], [0.4, 0.1, 0.4]]
}

***

{
  "formula": "C6H2N2",
  "method": "the ωB97M-V functional and the def2-TZVPD basis",
  "energy_ev": -9230.607,
  "multiplicity": 1,
  "relative_energy_kcal_mol": 4.00,
  "homo_lumo_gap_ev": 8.585,
  "molar_mass_g_mol": 102.096,
  "symbols": ["N", "C", "C", "C", "C", "C", "C", "N", "H", "H"],
  "coordinates": [[4.591, 0.019, 0.288], [3.433, -0.008, -0.078], [2.034, 0.016, -0.130], [0.822, -0.095, -0.058], [-0.526, -0.438, -0.051], [-1.506, 0.503, -0.024], [-2.883, 0.088, 0.007], [-4.031, -0.189, 0.209], [-0.688, -1.510, -0.125], [-1.246, 1.613, -0.037]],
  "atomic_forces_ev_per_a": [[-5.9, -0.2, -2.4], [4.9, 0.5, 2.6], [-0.6, -0.4, 0.0], [2.9, 0.2, -0.3], [-1.4, 0.9, -0.1], [0.8, 0.1, -0.3], [-4.7, -0.7, 1.3], [5.0, 1.1, -1.1], [-0.5, 0.1, 0.2], [-0.6, -1.7, 0.1]]
}

***

| no. | E_LUMO (eV) | HOMO energy (eV) |
| --- | --- | --- |
| 1 | 0.6 | -8.556 |
| 2 | -1.6 | -10.171 |